Entry 1:
23
Properties=species:S:1:pos:R:3:forces:R:3 method="wB97M-V/def2-TZVPD" s2=3.7608 multiplicity=4 e_above_lowest_kj_mol=0.0 lumo_energy_ev="0.537 / -0.484"
C -2.618303 0.990770 1.668131 0.3 -0.8 -0.4
C -2.115660 2.388890 1.994680 0.2 0.3 0.0
H -3.503919 1.024417 1.018779 0.2 0.0 0.2
H -2.900896 0.437878 2.577406 0.1 0.2 -0.3
H -2.041222 3.013485 1.093899 0.0 -0.2 0.2
H -1.110104 2.355619 2.443963 -0.4 0.1 0.0
H -2.799160 2.909714 2.685135 0.3 -0.2 -0.2
O 1.614116 -3.148309 0.141137 1.2 0.5 -0.9
C 0.415634 -2.570558 0.543015 -0.7 0.5 0.3
C 0.057704 -1.369696 -0.285485 -0.4 -0.5 0.0
O 1.166698 -0.650486 -0.656419 -0.1 0.3 0.3
C 1.140417 0.196518 -1.814559 -0.2 0.2 -0.5
C 2.605249 0.431484 -2.187168 -0.3 0.6 0.1
O 3.324847 -0.757395 -2.206744 -0.2 -1.1 0.8
Ni 2.659419 -1.976649 -0.922051 -0.6 0.0 0.0
H 0.462210 -2.264312 1.616153 0.1 -0.2 -0.3
H -0.435543 -3.279552 0.480731 0.3 0.1 0.0
H -1.840203 0.369676 1.138729 -0.7 0.7 0.5
H 0.608908 1.130623 -1.582705 0.1 -0.2 0.0
H 0.610593 -0.340531 -2.616800 0.1 0.1 0.2
H 3.032356 1.154587 -1.461626 -0.1 -0.2 -0.2
H 2.609801 0.937753 -3.172024 0.1 -0.2 0.2
H -0.942938 -0.983926 -0.496176 0.5 0.0 0.0

Entry 2:
164
Properties=species:S:1:pos:R:3:forces:R:3 method="wB97M-V/def2-TZVPD" s2=2.0049 multiplicity=3 lumo_energy_ev="-0.031 / -0.425"
Pt -0.877155 2.347980 1.782542 2.4 -1.3 -0.5
As -3.065195 4.994624 3.706195 -0.7 2.4 1.3
F -3.962422 6.332982 4.506321 1.1 -1.8 -0.6
F -4.294402 5.046121 2.399249 1.5 -0.5 1.1
F -2.101028 3.745430 2.795180 -2.1 2.0 1.5
F -1.809527 4.936067 5.040292 -1.3 -0.1 -1.7
F -3.987243 3.743385 4.629363 1.1 1.2 -1.4
F -2.083152 6.284120 2.871365 -0.9 -1.8 0.7
I 0.748459 0.508301 0.337699 -0.3 0.3 0.3
C 0.258170 -3.889754 1.183124 -0.7 0.6 1.4
C 1.471887 -4.444327 1.822357 1.8 -0.3 0.5
O 1.769081 -3.973491 3.166362 -1.3 -0.1 -0.7
O -0.924855 -4.649376 1.497525 1.6 0.3 -0.6
H 0.501528 -3.681786 0.141181 -0.6 -0.6 -0.4
H 0.143851 -2.895949 1.616005 -0.1 0.5 -0.1
H 2.316524 -4.102115 1.224381 0.1 -0.3 -0.2
H 1.503817 -5.533685 1.841972 -0.3 -0.1 -0.1
H 2.665757 -3.634406 3.115491 0.4 0.0 0.3
H -1.604137 -4.196319 0.992626 -0.7 -0.2 -0.1
C 3.437260 -1.647710 -3.048564 0.0 0.4 -0.5
C 3.137768 -1.918833 -4.539351 -3.1 0.2 2.3
O 3.925703 -1.151277 -5.349938 1.4 0.4 -0.8
O 4.568332 -2.325982 -2.645342 2.0 -1.5 0.7
H 2.717040 -1.888945 -2.266772 -0.7 -0.2 -0.6
H 3.665105 -0.591661 -2.903805 -0.5 0.5 -0.5
H 2.108660 -1.567718 -4.615159 -0.1 0.1 -0.5
H 3.130499 -2.965129 -4.844817 0.2 -0.3 0.4
H 4.762670 -1.615365 -5.274341 0.6 0.5 -0.7
H 5.279683 -2.284761 -3.288671 0.1 0.1 0.0
C 4.244948 -1.851962 0.736905 0.3 0.1 0.3
C 4.561325 -1.889466 2.225746 -0.1 0.4 0.0
O 4.516747 -3.227924 2.711060 0.6 0.4 -0.1
O 5.209790 -2.514415 -0.051822 0.5 -0.5 1.3
H 4.251390 -0.820368 0.384968 -0.8 0.2 0.3
H 3.287577 -2.370193 0.682392 -0.4 0.4 -0.5
H 3.839771 -1.339897 2.830243 -0.4 0.1 -0.4
H 5.512508 -1.409434 2.455772 0.4 -0.2 -0.1
H 5.374106 -3.539016 2.411489 0.0 -0.9 0.1
H 5.008471 -2.335727 -0.973302 -0.1 -0.1 -0.4
C 1.439830 2.137395 -3.622848 0.0 -0.6 -0.3
C 1.411028 1.657036 -5.061701 0.7 0.1 -2.0
O 0.750849 0.428564 -5.265904 -1.0 -0.9 1.0
O 1.671647 3.533785 -3.498882 -0.3 -0.4 0.0
H 2.219269 1.538494 -3.151792 0.1 0.2 0.5
H 0.505916 1.871994 -3.127420 -0.1 0.3 0.0
H 2.413958 1.478489 -5.449447 0.6 0.4 0.4
H 0.994000 2.344162 -5.797941 -0.3 0.8 0.5
H 0.955827 0.081787 -6.137294 0.1 0.2 0.0
H 2.496534 3.751963 -3.938830 0.2 0.0 0.0
C -1.249819 -4.278453 5.371416 -1.0 0.7 1.6
C -0.649416 -2.917545 5.593650 0.4 -0.3 -0.3
O -0.535187 -2.285749 4.327284 -0.6 1.1 0.2
O -0.352189 -5.137026 4.803013 0.6 -1.0 -0.4
H -2.157941 -4.160503 4.780247 -0.2 0.1 -0.3
H -1.582481 -4.651625 6.340011 0.1 -0.4 0.1
H 0.347333 -3.002154 6.026573 0.2 -0.3 0.2
H -1.229425 -2.348225 6.319990 -0.3 0.4 -0.5
H -0.027029 -2.861500 3.751183 0.5 0.1 -0.1
H 0.062896 -4.645502 4.090475 0.5 -0.5 -0.3
C -0.720305 4.367669 -0.323018 -0.8 1.6 -1.3
C -2.180041 4.112266 -0.165391 -0.5 -0.6 -0.3
O -2.380286 2.753947 0.150782 0.7 0.5 1.0
O -0.044784 4.207727 0.889134 0.9 0.4 0.0
H -0.746317 5.427085 -0.578075 0.6 0.2 -0.3
H -0.238231 3.813214 -1.128174 -0.1 -0.2 0.1
H -2.701242 4.272447 -1.109213 0.1 0.5 -0.1
H -2.623114 4.728053 0.617291 0.1 0.2 -0.1
H -3.052629 2.397313 -0.434327 -0.8 -1.6 -0.7
H 0.377184 5.052274 1.063104 0.2 -0.2 0.8
C 3.447985 1.889680 3.235883 0.8 -0.4 -0.1
C 4.892157 1.479684 3.480835 0.6 0.2 0.0
O 5.826302 2.588051 3.543681 -1.0 -0.6 -0.1
O 2.752956 2.314540 4.420199 0.7 0.0 -0.4
H 2.923138 1.032318 2.814506 -0.3 0.1 0.0
H 3.524440 2.664830 2.473387 -0.5 0.3 0.0
H 5.212745 0.842540 2.656603 0.1 0.2 -0.1
H 5.017803 0.898201 4.394175 -0.3 -0.2 0.2
H 5.498547 3.112845 4.277695 0.4 0.4 0.1
H 3.428160 2.596550 5.041626 -0.2 0.1 0.3
C -0.160856 -3.061577 -2.839382 -0.7 1.2 -0.2
C -1.136940 -4.253367 -2.908945 1.0 1.2 0.2
C -2.196142 -4.007809 -4.024085 0.8 -1.2 0.4
O -2.970590 -2.822284 -3.822251 1.4 -1.4 -0.5
C -3.232482 -2.257381 -5.061459 -0.7 1.6 -0.5
N -0.260138 -5.417202 -3.109231 -1.0 -0.3 -0.9
H 0.543736 -2.932513 -3.660962 0.2 -1.0 -0.1
H 0.369120 -3.030469 -1.887409 0.1 -0.1 -0.1
H -0.685206 -2.112182 -2.948019 -0.4 0.2 0.6
H -1.599871 -4.286380 -1.922687 -0.5 -0.1 0.0
H -2.889152 -4.830447 -4.200475 -0.2 -0.4 0.6
H -1.631248 -4.042846 -4.955619 0.2 0.9 -0.3
H -2.348604 -1.850558 -5.552742 0.4 -0.5 -0.1
H -3.821283 -1.355369 -4.894819 -0.4 -0.1 0.1
H -3.792857 -2.929883 -5.710946 0.1 -0.1 -0.1
H 0.181183 -5.699862 -2.245838 0.0 0.2 0.2
H -0.819160 -6.204783 -3.404730 0.0 -0.4 0.0
C 6.259200 3.060285 -0.565845 1.0 0.7 0.0
C 6.291838 1.993073 -1.646991 -3.2 1.6 1.2
C 7.264247 2.052027 -2.725188 0.9 1.3 0.0
O 7.013636 3.382320 -3.263187 0.9 -1.7 0.3
C 7.891367 3.738604 -4.299240 -1.0 0.7 -0.4
N 6.131065 0.763607 -0.989123 0.4 -2.9 0.4
H 5.526106 2.790964 0.194511 -0.3 0.2 -0.2
H 6.091354 4.052535 -0.984611 -0.3 -0.1 0.1
H 7.189443 3.133872 -0.002522 0.3 -0.2 -0.1
H 5.349517 2.108067 -2.182640 -0.4 0.8 -0.5
H 7.064158 1.203871 -3.379937 0.0 0.2 -0.8
H 8.287234 1.941017 -2.365647 0.3 0.3 -0.1
H 8.953365 3.729975 -4.053903 0.0 -0.3 0.2
H 7.588587 4.761530 -4.522932 0.3 0.1 -0.2
H 7.641284 3.138458 -5.174106 0.5 -0.2 -0.3
H 5.862187 0.106735 -1.707685 0.5 -0.8 -0.2
H 5.260797 0.768104 -0.476564 0.0 0.4 0.6
C -5.598185 -2.321865 -1.943822 -0.5 -0.8 -0.8
C -4.484456 -2.324864 -0.912053 -1.7 1.1 -0.1
C -4.081880 -3.711326 -0.440772 -1.2 0.6 -1.7
O -3.109689 -3.541457 0.534802 0.3 -1.0 0.5
C -3.742867 -3.494573 1.791661 -0.5 1.1 1.0
N -3.389086 -1.569517 -1.476560 0.6 -0.3 0.7
H -5.709199 -1.424624 -2.552713 0.4 0.4 0.5
H -6.596451 -2.536009 -1.562124 0.1 -0.2 0.3
H -5.363460 -3.070900 -2.700103 -0.1 -0.3 -0.1
H -4.874898 -1.753827 -0.069687 0.1 0.0 0.4
H -3.785719 -4.209644 -1.363839 1.0 -0.4 0.2
H -4.924349 -4.312904 -0.099520 -0.2 0.1 0.4
H -3.022574 -3.264883 2.576847 0.2 -0.3 -0.2
H -4.360513 -4.347342 2.073452 0.5 -0.6 -0.3
H -4.466883 -2.679861 1.779729 -0.1 0.3 0.1
H -2.604631 -1.718414 -0.858045 0.5 0.3 0.3
H -3.122119 -2.049319 -2.324269 0.1 0.3 -0.3
C -0.254592 1.285533 6.113702 -0.8 -0.5 -1.0
C -0.513360 1.235713 4.584412 -0.3 -0.6 -0.7
C -2.009964 0.984090 4.168299 0.5 1.7 2.7
O -2.161302 1.025661 2.796688 -1.0 -2.7 -1.1
C -3.143222 0.066047 2.259802 0.2 1.4 -0.6
N 0.000318 2.456937 3.892779 -0.5 -0.9 0.8
H -0.609129 2.172852 6.638183 -0.4 0.2 -0.4
H 0.803488 1.220976 6.367461 -0.1 -0.5 -0.2
H -0.864184 0.444952 6.445244 0.5 -0.2 0.8
H -0.024952 0.387726 4.104329 0.6 -0.1 0.4
H -2.545299 1.826387 4.606546 -0.4 0.2 0.0
H -2.500043 0.111005 4.599174 0.7 -0.4 0.0
H -3.191563 -0.872062 2.812709 0.0 0.4 0.3
H -2.928267 -0.173353 1.218367 0.6 0.2 0.0
H -4.046162 0.674413 2.207880 -0.5 -0.6 0.4
H -0.323761 3.188237 4.509437 -0.7 1.0 -0.5
H 0.979071 2.464491 4.141932 0.6 -0.1 -0.7
C -6.095307 1.349079 -0.219768 -0.7 0.4 0.5
C -5.383844 1.694823 -1.495338 -0.3 2.1 0.0
C -5.428311 3.308177 -1.693763 0.1 -1.2 0.4
O -6.732225 3.722223 -1.930116 -1.4 0.1 -0.7
C -6.892553 5.118040 -1.992198 0.2 1.0 0.5
N -3.992525 1.283093 -1.399718 0.1 0.9 -1.2
H -7.132683 1.682360 -0.249301 -0.1 -0.2 -0.2
H -5.697212 1.897935 0.633684 0.4 0.0 0.0
H -6.059947 0.283031 0.004726 0.0 -0.1 -0.1
H -5.922996 1.270010 -2.342070 0.0 -0.2 -0.2
H -4.834879 3.727324 -2.506323 0.7 -0.6 -0.3
H -5.090645 3.777952 -0.769979 0.4 -0.1 0.4
H -6.633097 5.571188 -1.035419 -0.3 0.0 0.4
H -7.886798 5.443748 -2.297964 -0.3 -0.7 0.4
H -6.270955 5.706173 -2.667343 0.7 -0.7 -0.7
H -3.845828 0.289728 -1.291054 -0.4 -0.8 0.8
H -3.654588 1.308069 -2.351180 0.6 0.6 -0.4

Entry 3:
61
Properties=species:S:1:pos:R:3:forces:R:3 method="wB97M-V/def2-TZVPD" charge=+2 e_above_lowest_kj_mol=0.0 lumo_energy_ev=-7.261
Co 0.120789 -0.082395 0.379735 0.0 0.0 0.2
C 0.062466 4.008334 0.771978 0.0 0.0 0.0
C 0.176101 2.733628 1.305251 0.0 0.0 0.0
N 0.164087 1.831877 0.321096 -0.1 0.0 0.0
N 0.046047 2.497132 -0.853428 0.0 0.0 0.0
C -0.023785 3.810395 -0.592089 0.0 0.0 0.0
B 0.032786 1.617121 -2.149772 0.1 0.0 0.1
N 1.303790 0.732607 -2.041337 0.0 0.0 0.1
C 2.427308 0.760970 -2.766805 0.0 0.0 0.0
C 3.401380 0.040276 -2.098536 0.0 0.0 0.0
C 2.781835 -0.405631 -0.940635 0.0 0.1 0.1
N 1.507572 0.007810 -0.924326 0.0 -0.2 -0.1
N -1.195044 0.675361 -1.959804 0.0 0.1 0.0
C -2.302308 0.530871 -2.691183 -0.1 -0.1 0.0
C -3.164270 -0.327010 -2.023323 0.1 0.1 -0.1
C -2.491653 -0.675039 -0.865179 -0.1 -0.1 0.1
N -1.304456 -0.056293 -0.835669 0.2 0.0 -0.1
N 0.002471 2.314391 -3.465116 -0.2 -0.1 0.0
C 0.109723 3.598501 -3.913639 0.1 0.0 0.0
C 0.054814 3.574986 -5.278657 0.0 0.0 0.1
C -0.085173 2.210543 -5.602229 0.0 0.0 0.0
N -0.113950 1.456013 -4.524148 0.0 0.0 0.0
H 0.051847 4.945650 1.298437 0.0 0.0 0.0
H 0.282021 2.430898 2.332697 0.0 0.0 0.0
H -0.146043 4.533943 -1.374251 0.0 0.0 0.0
H 2.456387 1.290168 -3.704452 0.0 0.0 0.0
H 4.417908 -0.128763 -2.405124 0.0 0.0 0.0
H 3.205936 -0.952272 -0.113263 0.0 -0.1 0.0
H -2.393917 1.032406 -3.638735 0.0 0.0 0.0
H -4.136265 -0.661748 -2.338224 0.0 0.0 0.0
H -2.819430 -1.339120 -0.080776 0.1 0.0 0.0
H 0.246438 4.440643 -3.262659 0.0 0.0 0.0
H 0.115639 4.414627 -5.947810 0.0 0.0 0.0
H -0.166973 1.754990 -6.576099 0.0 0.0 0.0
C 2.028211 -1.851627 4.890713 0.0 0.0 0.0
C 1.762269 -0.354157 4.699312 0.0 0.0 0.0
C 0.545004 -0.123984 3.868102 0.0 0.0 0.0
N 0.501496 -0.171245 2.580820 0.0 0.1 -0.1
N -0.749937 0.003427 2.072914 -0.2 0.0 0.1
C -1.687723 0.218849 2.960494 0.1 0.1 0.0
N -2.970305 0.437610 2.664654 0.0 0.0 0.0
S -1.029020 0.164389 4.563532 0.0 0.0 0.0
H 2.886485 -1.991318 5.544278 0.0 0.0 0.0
H 2.243283 -2.331803 3.936352 0.0 0.0 0.0
H 1.173738 -2.351394 5.347423 0.0 0.0 0.0
H 2.601114 0.128438 4.196262 0.0 0.0 0.0
H 1.637063 0.137131 5.664611 0.0 0.0 0.0
H -3.242342 0.594236 1.706675 0.0 0.0 0.0
H -3.648607 0.630382 3.382950 0.0 0.0 0.0
N -3.235672 -4.870313 2.463717 0.0 0.0 0.0
C -2.298256 -4.541539 1.889526 0.0 0.0 0.0
C -1.150826 -4.054930 1.176110 0.0 0.1 0.0
C -0.222140 -4.894224 0.569309 0.0 0.0 0.0
C 0.847413 -4.304433 -0.077042 0.0 0.0 0.0
C 0.950106 -2.925237 -0.112137 0.0 0.0 -0.2
N 0.056530 -2.108440 0.466112 -0.1 -0.1 0.0
C -0.971715 -2.683583 1.104537 0.1 0.0 0.1
H -0.341152 -5.968670 0.604804 0.0 0.0 0.0
H 1.602446 -4.901624 -0.567371 0.0 0.0 0.0
H 1.760593 -2.464436 -0.650112 0.0 0.0 0.0
H -1.672143 -2.037374 1.611528 0.0 -0.1 -0.1

Entry 4:
16
Properties=species:S:1:pos:R:3:forces:R:3 method="wB97M-V/def2-TZVPD" smiles="C[C@@H](O)CC(N)=O" e_above_lowest_kj_mol=42.9 lumo_energy_ev=0.677
C -2.074723 -0.050785 -0.743555 -0.1 0.0 0.0
C -0.577600 0.220711 -0.753247 -0.1 -0.2 -0.1
O -0.313359 1.479011 -0.125109 -0.1 0.3 -0.2
C 0.197668 -0.840833 0.018547 -0.1 -0.1 0.0
C 1.715545 -0.771940 -0.098377 0.0 -0.1 0.1
N 2.241504 0.458518 0.176697 0.0 -0.1 0.1
O 2.393202 -1.751299 -0.353003 -0.2 0.3 0.2
H -2.449107 -0.017531 0.285272 0.1 0.0 -0.1
H -2.304617 -1.031117 -1.172708 0.0 0.1 0.0
H -2.607645 0.708657 -1.327686 0.1 -0.1 0.1
H -0.208340 0.240736 -1.790016 -0.1 0.0 0.1
H -0.686631 2.175146 -0.679425 0.1 -0.1 0.1
H -0.044151 -0.726729 1.084712 0.0 -0.1 -0.1
H -0.108084 -1.841766 -0.294064 0.0 0.2 0.0
H 3.158059 0.488324 0.589213 0.2 0.0 -0.3
H 1.600926 1.221023 0.346452 0.1 -0.1 0.1

Entry 5:
21
Properties=species:S:1:pos:R:3:forces:R:3 method="wB97M-V/def2-TZVPD" charge=-1 e_above_lowest_kj_mol=131.8 lumo_energy_ev=3.701
C -0.781442 -1.723660 0.496735 -1.2 -0.3 -1.0
C -1.624242 -0.441764 0.748500 2.5 1.6 2.0
C 0.225074 -1.547251 -0.680554 -0.3 -0.6 0.1
C -0.678950 0.813478 0.597262 -0.2 -4.6 -6.2
C 0.939948 -0.239612 -0.502826 -1.9 2.9 0.9
C -1.047378 1.694961 -0.604079 0.3 -0.4 0.3
O 3.596146 -0.586286 -0.416917 -0.1 0.2 0.0
O 2.576559 1.725995 0.199005 -0.1 -0.1 -0.3
P 2.538736 0.028503 0.488169 -0.2 -0.6 0.2
H -0.145577 -1.868311 1.311315 0.7 -0.4 1.8
H -1.473719 -2.613647 0.370457 0.9 0.7 0.1
H -2.417027 -0.379698 0.017231 -0.6 0.1 0.3
H -1.885799 -0.270681 1.875689 -0.5 -1.2 -2.0
H 1.030157 -2.315419 -0.645939 -0.6 0.0 0.2
H -0.352583 -1.766575 -1.605359 0.6 0.8 0.0
H -0.334118 1.233118 1.453256 1.0 1.4 2.4
H 1.012032 0.473016 -1.371312 -0.2 -0.9 0.6
H -1.156271 1.091399 -1.575594 0.4 0.8 1.5
H -0.127318 2.316637 -0.614324 -1.0 0.5 -0.9
H -2.027211 2.217931 -0.475994 0.8 0.2 0.0
H 2.132982 2.157872 0.935275 0.1 -0.1 0.1

Entry 6:
16
Properties=species:S:1:pos:R:3:forces:R:3 method="wB97M-V/def2-TZVPD" e_above_lowest_kj_mol=322.3 lumo_energy_ev=0.884
C -0.831519 1.660603 0.018953 -3.0 4.3 2.3
C 0.382992 1.271357 -0.241331 0.6 0.4 -1.3
C 0.638615 -0.091781 0.003888 1.2 -0.3 1.6
C -0.307630 -0.977066 0.135369 0.4 -5.9 -0.5
C -1.687071 -0.923111 -0.379890 0.5 -1.6 -3.9
C 2.032275 -0.277227 0.486553 -0.9 -0.4 -1.7
F 2.817768 -0.111767 -0.679015 0.6 0.7 1.1
H -1.035004 2.907152 0.282575 0.1 -3.9 -1.4
H -1.606479 0.830804 0.305568 1.6 3.1 0.0
H 1.257398 1.755526 -0.657107 -0.3 1.0 0.4
H -0.017630 -2.150400 0.263771 -0.2 3.0 0.4
H -2.438944 -0.798448 0.334223 -1.3 0.8 1.1
H -1.938046 -1.981776 -0.787963 0.4 1.8 0.3
H -1.667387 -0.139731 -1.256524 -0.8 -1.6 1.6
H 2.158410 -1.250921 0.781477 0.4 -2.7 0.6
H 2.242255 0.276783 1.389457 0.7 1.2 -0.4

Number 1: strongest force on any atom 0.031 hartree/bohr. Number 2: strongest force on any atom 0.075 hartree/bohr. Number 3: strongest force on any atom 0.005 hartree/bohr. Number 4: strongest force on any atom 0.008 hartree/bohr. Number 5: strongest force on any atom 0.151 hartree/bohr. Number 6: strongest force on any atom 0.116 hartree/bohr.